C5H9O3 as an isolated structure. Source: the Open Molecules 2025 dataset; level of theory: wB97M-V/def2-TZVPD.

XYZ file:
```
17
C5H9O3 (wB97M-V/def2-TZVPD)
O -0.86 2.22 -1.97
C 0.09 1.47 -1.74
O 0.87 0.56 -2.50
C 0.39 1.19 -0.27
C -0.56 0.00 0.09
C -0.03 -1.34 -0.20
C 0.11 -2.28 0.75
O 0.19 0.36 2.80
H 0.24 2.08 0.39
H 1.45 0.97 -0.29
H -0.65 0.11 1.21
H -1.55 0.19 -0.40
H 0.12 -1.63 -1.25
H -0.24 0.42 -2.37
H 0.48 -3.23 0.41
H -0.15 -1.97 1.76
H 0.09 0.89 3.59
```

Output
Net charge: -1
Energy above the lowest of the compared OMol25 structures with the same formula, charge and spin, eV: 5.5264
Maximum force, eV/Å: 6.7
Kohn-Sham gap, eV: 6.4